41
Properties=species:S:1:pos:R:3:forces:R:3:nbo_charge:R:1 method="wB97M-V/def2-TZVPD" e_above_lowest_kcal_mol=17.2 e_tot_ha=-936.11288 smiles="CC[C@@H](C)[C@H](NC(=O)NCc1ccccn1)C(=O)OC" homo_lumo_gap_ev=9.9 e_lumo_ev=0.6898
C -4.46468 -0.83977 -1.30300 0.0 0.1 0.2 -0.62
H -3.82785 -0.29153 -1.99075 0.0 0.0 -0.1 0.22
C -4.25255 -0.35705 0.12745 0.1 0.0 0.0 -0.40
H -5.00151 -0.81684 0.77741 0.0 0.1 0.1 0.20
H -4.41631 0.72303 0.15742 -0.1 0.0 0.1 0.20
C -2.86893 -0.67009 0.71444 -0.1 -0.1 -0.1 -0.20
C -2.67017 -2.16649 0.94197 0.0 0.3 0.0 -0.61
H -1.72217 -2.35121 1.44073 0.1 -0.1 0.0 0.22
H -3.47149 -2.56306 1.56111 -0.1 -0.1 0.1 0.21
H -2.65845 -2.70147 -0.00299 0.0 -0.1 -0.1 0.21
H -2.79984 -0.16105 1.68460 0.0 0.0 0.0 0.20
C -1.71836 -0.12731 -0.16413 -0.2 0.0 0.1 -0.16
N -0.44539 -0.29891 0.49131 -0.1 0.2 0.1 -0.63
C 0.55097 -1.06191 -0.04619 0.0 0.0 0.5 0.79
O 0.42547 -1.68182 -1.08227 0.0 -0.2 -0.5 -0.67
N 1.67447 -1.13048 0.74227 0.3 -0.1 0.1 -0.63
H 1.83553 -0.37657 1.39634 -0.1 0.0 -0.1 0.40
C 2.89687 -1.63908 0.16702 -0.2 -0.3 0.0 -0.26
C 3.93015 -0.55686 -0.01164 0.1 0.0 -0.1 0.21
N 3.69624 0.59411 0.60507 -0.3 -0.2 0.1 -0.46
C 4.57971 1.57106 0.48532 0.3 0.3 0.0 0.05
C 5.74641 1.45683 -0.25015 0.0 0.0 0.0 -0.27
C 5.99697 0.25190 -0.89167 -0.1 0.0 0.1 -0.16
C 5.07668 -0.77321 -0.77193 0.0 0.1 0.1 -0.25
H 5.23152 -1.72415 -1.25785 0.0 -0.1 -0.1 0.22
H 6.89463 0.11787 -1.47781 0.1 0.0 0.0 0.22
H 6.43696 2.28232 -0.32090 0.0 0.1 0.0 0.22
H 4.33177 2.48594 1.00847 0.1 0.1 0.0 0.19
H 3.30983 -2.42343 0.81578 0.0 0.1 -0.2 0.20
H 2.64140 -2.09096 -0.79667 0.1 0.0 0.2 0.25
H -0.28683 0.22785 1.33411 0.1 -0.1 0.0 0.40
C -1.95064 1.34478 -0.48001 0.1 -0.3 -0.2 0.81
O -2.38742 1.78114 -1.50979 -0.1 0.1 -0.1 -0.59
O -1.61236 2.11647 0.56333 0.1 -0.2 0.3 -0.53
C -1.78946 3.51559 0.38720 -0.1 0.3 -0.2 -0.26
H -1.17656 3.87233 -0.44263 0.0 0.0 0.1 0.20
H -2.83582 3.74055 0.17173 0.1 0.0 0.0 0.19
H -1.48168 3.98225 1.31937 0.0 0.0 0.0 0.19
H -1.66317 -0.68714 -1.10271 -0.1 0.2 0.1 0.27
H -5.49918 -0.67224 -1.59436 -0.1 0.0 -0.1 0.21
H -4.25474 -1.90142 -1.39498 0.0 -0.2 -0.1 0.20

45
Properties=species:S:1:pos:R:3:forces:R:3:mulliken_spin:R:1 method="wB97M-V/def2-TZVPD" e_tot_ha=-2649.48183 homo_lumo_gap_ev="9.9 / 8.3" charge=+1 e_lumo_ev="-2.5266 / -4.0607" multiplicity=3
Ni -0.12400 0.38920 -0.32122 -1.7 -1.5 -0.1 1.77
C 0.33008 1.77224 2.99514 0.0 0.0 0.1 0.00
C -0.28683 0.46862 2.69796 -0.5 -1.4 0.4 0.00
N -0.33415 -0.12167 1.52317 -0.5 -0.2 0.5 0.05
C -0.95957 -1.37304 1.66181 0.8 1.6 1.2 0.01
C -1.24731 -1.53948 3.00486 -0.1 0.1 -1.5 0.01
N -0.84379 -0.37279 3.61994 0.3 0.1 -0.7 0.00
C -1.90731 -2.65951 3.73896 0.0 -0.7 0.9 0.00
O -2.16352 -3.77138 3.04606 0.2 1.1 0.1 0.00
O -2.11608 -2.50624 4.93652 0.1 -0.3 -1.5 0.00
C -1.02343 -2.18698 0.43162 -1.1 -3.1 2.0 0.01
O -1.43468 -3.38093 0.60017 0.5 1.9 -0.9 0.00
O -0.61915 -1.64544 -0.61245 0.4 1.3 -1.2 0.08
H 0.64961 2.22679 2.05329 0.0 0.1 0.3 0.00
H 1.18672 1.60338 3.64826 0.1 0.2 -0.1 0.00
H -0.37451 2.40960 3.52742 0.1 0.2 -0.1 0.00
H -0.87220 -0.23153 4.61546 -0.2 0.0 0.2 0.00
H -1.92581 -3.71063 2.02955 0.1 0.3 0.9 0.00
C -3.81098 -0.45339 -0.55030 0.0 -0.3 0.3 0.00
N -3.88564 0.88973 -1.09599 1.4 0.7 -0.4 0.01
C -5.16767 1.49520 -1.49294 0.1 0.0 0.4 0.00
C -2.79411 1.64231 -1.20418 -1.0 0.9 -0.3 0.00
O -1.60396 1.41602 -0.88522 -1.3 -0.1 -0.1 0.02
H -4.77125 -0.94813 -0.69952 0.2 0.1 0.2 0.00
H -3.56052 -0.38257 0.51391 -0.2 -0.3 -0.1 0.00
H -3.04635 -1.04141 -1.05637 0.0 0.1 0.0 0.00
H -5.92775 0.72406 -1.50609 -0.1 0.0 0.1 0.00
H -5.10969 1.93609 -2.47286 0.2 0.0 -0.5 0.00
H -5.43445 2.29376 -0.80434 -0.2 -0.2 0.2 0.00
H -3.01978 2.64756 -1.62104 0.2 -0.5 0.1 0.00
C 3.96528 -0.93199 -2.85701 -0.2 0.3 0.9 0.00
C 4.04053 0.31037 -1.90468 0.2 -0.2 -0.3 0.00
C 4.21058 1.62041 -2.71387 -0.2 -0.1 -0.4 0.00
C 5.10357 0.14042 -0.78346 -0.5 -0.2 -0.7 0.00
C 2.68398 0.39562 -1.32604 -3.1 0.0 0.0 0.04
N 1.53089 0.43744 -1.10324 5.4 -0.1 -0.6 -0.01
H 4.88949 -1.09088 -3.39076 0.3 0.3 -0.2 0.00
H 3.13583 -0.82233 -3.54635 0.0 0.0 -0.2 0.00
H 3.79520 -1.81657 -2.25429 -0.1 -0.2 0.1 0.00
H 5.11818 1.62860 -3.32226 0.1 -0.3 0.3 0.00
H 4.23822 2.49270 -2.06284 -0.1 0.0 0.0 0.00
H 3.38864 1.71935 -3.43768 0.1 0.1 0.3 0.00
H 6.08538 0.08758 -1.25572 -0.1 -0.1 0.0 0.00
H 4.92124 -0.78058 -0.20756 0.1 0.4 -0.1 0.00
H 5.09106 1.02041 -0.15580 0.0 0.1 0.4 0.00

40
Properties=species:S:1:pos:R:3:forces:R:3:nbo_charge:R:1 method="wB97M-V/def2-TZVPD" e_above_lowest_kcal_mol=0.3 e_tot_ha=-1224.75282 smiles="CC(C)Cc1ccc([C@@H](C)C(=O)NS(C)(=O)=O)cc1" homo_lumo_gap_ev=9.8 e_lumo_ev=0.6188
C -2.68664 -2.47702 0.33374 -0.3 0.1 0.0 -0.61
H -2.50772 -2.68811 1.38512 0.1 -0.1 0.1 0.21
H -1.75426 -2.13765 -0.11233 0.1 0.0 0.0 0.21
H -2.98110 -3.40285 -0.15521 0.0 -0.1 0.0 0.21
C -3.77835 -1.42330 0.16958 0.1 0.0 0.0 -0.20
C -4.02972 -1.14710 -1.30990 -0.1 -0.1 0.3 -0.61
H -4.35625 -2.05641 -1.80984 0.0 -0.1 -0.1 0.21
H -4.80445 -0.39335 -1.43614 -0.1 0.1 -0.1 0.20
H -3.12071 -0.80027 -1.79514 0.1 0.0 -0.1 0.21
H -4.70584 -1.81620 0.60332 0.1 0.0 0.0 0.20
C -3.43846 -0.13316 0.94573 -0.1 -0.2 -0.1 -0.41
C -2.09511 0.43951 0.60108 -0.1 0.1 0.1 -0.01
C -1.92550 1.26358 -0.50467 0.0 0.0 0.1 -0.22
C -0.67666 1.75695 -0.83683 0.1 0.0 0.0 -0.20
C 0.43403 1.45761 -0.05938 -0.1 0.0 -0.1 -0.06
C 0.26444 0.65895 1.06704 0.0 0.1 -0.1 -0.16
C -0.98168 0.15182 1.38318 0.0 0.1 0.0 -0.22
H -1.09083 -0.47243 2.25751 0.0 -0.1 0.1 0.22
H 1.11420 0.42334 1.69247 0.1 -0.1 0.1 0.22
C 1.78784 2.03072 -0.39666 0.0 0.2 0.2 -0.34
C 2.89792 1.00794 -0.19983 0.0 0.5 -0.2 0.71
O 3.98925 1.26719 0.24582 0.1 0.3 0.3 -0.59
N 2.60579 -0.26054 -0.62578 0.6 -0.9 0.1 -0.89
H 1.66824 -0.46962 -0.93438 -0.1 -0.2 0.0 0.44
S 3.42470 -1.57793 0.09095 -0.2 0.1 -0.4 2.30
O 2.79192 -2.72960 -0.47343 0.0 -0.1 -0.3 -0.94
O 3.39430 -1.41841 1.50794 0.3 0.2 0.1 -0.92
C 5.09142 -1.40577 -0.54594 -0.7 0.1 0.3 -0.87
H 5.69825 -2.17641 -0.08827 0.0 -0.2 0.1 0.25
H 5.04234 -1.53421 -1.61834 0.0 0.0 -0.2 0.25
H 5.43730 -0.41847 -0.26827 0.0 0.1 0.0 0.28
C 2.07364 3.27659 0.44607 0.2 -0.1 -0.2 -0.59
H 2.02284 3.02801 1.50297 0.0 0.0 0.1 0.22
H 1.34042 4.04988 0.23134 -0.1 0.0 0.0 0.21
H 3.07011 3.65208 0.22946 0.0 0.1 0.0 0.23
H 1.80716 2.30936 -1.45841 0.0 -0.1 0.1 0.23
H -0.56578 2.38958 -1.70674 0.0 0.1 -0.1 0.21
H -2.77853 1.52966 -1.11109 -0.1 0.0 -0.1 0.21
H -3.46346 -0.36123 2.01335 0.0 0.1 0.0 0.21
H -4.21502 0.60728 0.73992 0.0 0.0 0.1 0.21